ORCA calculation (the ωB97M-V functional and the def2-TZVPD basis) on 10 unconnected molecules or ions with the total composition C29H77BFO11 at a distorted geometry.

Summary:
* HOMO level: -3.94 eV
* total charge: -1
* multiplicity: 1
* energy: -57241.0979 eV

CARTESIAN COORDINATES (ANGSTROEM)
F 5.271 7.561 3.431
B 4.215 8.277 4.123
O 3.198 8.841 3.193
C 2.007 8.558 3.942
C 2.286 7.052 4.287
O 3.519 7.240 4.973
H 4.532 9.157 4.894
H 1.059 8.806 3.448
H 2.199 9.123 4.873
H 2.526 6.437 3.424
H 1.437 6.748 4.924
C 4.180 2.705 5.139
C 3.139 3.147 4.120
C 3.002 2.136 2.991
O 3.496 4.417 3.596
H 5.164 2.618 4.671
H 4.270 3.444 5.937
H 3.918 1.739 5.581
H 2.172 3.274 4.615
H 3.947 2.027 2.451
H 2.258 2.469 2.267
H 2.703 1.155 3.369
H 4.347 4.334 3.156
C 3.000 1.347 -1.138
C 2.268 0.072 -0.748
C 1.365 -0.414 -1.871
O 1.491 0.300 0.426
H 2.289 2.151 -1.348
H 3.637 1.688 -0.321
H 3.620 1.192 -2.024
H 2.995 -0.705 -0.498
H 0.602 0.335 -2.101
H 0.840 -1.325 -1.573
H 1.928 -0.621 -2.780
H 0.844 0.985 0.223
C -0.737 -3.699 -4.166
C -0.950 -2.204 -4.001
C -2.175 -1.732 -4.769
O 0.203 -1.495 -4.450
H -0.574 -3.951 -5.217
H 0.145 -4.022 -3.616
H -1.598 -4.263 -3.803
H -1.068 -1.967 -2.941
H -2.055 -1.920 -5.840
H -2.314 -0.656 -4.645
H -3.079 -2.241 -4.426
H 0.333 -1.687 -5.386
C 1.264 -6.808 0.082
C 1.234 -6.283 -1.345
C 2.507 -5.522 -1.683
O 0.101 -5.427 -1.524
H 1.342 -5.982 0.795
H 0.342 -7.345 0.311
H 2.108 -7.482 0.238
H 1.109 -7.117 -2.038
H 2.625 -4.655 -1.028
H 2.468 -5.146 -2.707
H 3.387 -6.158 -1.579
H 0.192 -4.684 -0.920
C -3.308 -6.991 -3.501
C -3.128 -7.824 -2.241
C -3.934 -7.257 -1.083
O -1.748 -7.874 -1.888
H -2.959 -5.969 -3.340
H -2.719 -7.406 -4.321
H -4.356 -6.956 -3.807
H -3.440 -8.852 -2.435
H -3.604 -6.242 -0.844
H -3.791 -7.860 -0.185
H -5.000 -7.228 -1.318
H -1.451 -6.973 -1.711
C 3.374 -4.793 -6.057
C 2.138 -4.191 -6.708
C 2.037 -4.582 -8.174
O 2.175 -2.769 -6.587
H 4.283 -4.431 -6.546
H 3.435 -4.498 -5.008
H 3.360 -5.883 -6.113
H 1.248 -4.528 -6.178
H 2.902 -4.213 -8.733
H 1.150 -4.138 -8.629
H 1.984 -5.666 -8.293
H 2.958 -2.457 -7.048
C -3.333 -0.150 1.416
C -2.933 0.834 0.327
C -3.442 0.390 -1.036
O -1.513 0.957 0.290
H -2.905 -1.138 1.221
H -2.954 0.177 2.385
H -4.419 -0.248 1.481
H -3.331 1.822 0.561
H -3.017 -0.581 -1.310
H -3.140 1.101 -1.806
H -4.531 0.309 -1.045
H -1.143 0.092 0.084
C 0.315 3.560 8.984
C -0.293 4.530 7.982
C -0.968 3.791 6.835
O 0.715 5.392 7.471
H 1.082 2.944 8.506
H 0.800 4.103 9.796
H -0.445 2.900 9.410
H -1.023 5.167 8.486
H -0.241 3.183 6.288
H -1.392 4.499 6.122
H -1.765 3.138 7.198
H 1.371 4.854 7.018
C -4.080 5.310 1.018
C -4.427 5.174 -0.456
C -5.616 6.048 -0.828
O -4.718 3.809 -0.760
H -4.920 4.990 1.643
H -3.231 4.674 1.272
H -3.830 6.341 1.273
H -3.564 5.453 -1.062
H -6.504 5.752 -0.262
H -5.857 5.936 -1.886
H -5.411 7.101 -0.626
H -5.477 3.544 -0.235

Mulliken population analysis, charges in e, atoms 1 to 99: -0.44 1.07 -0.73 -0.65 0.03 -0.68 -0.37 0.33 0.25 0.13 0.05 -1.52 1.00 -1.46 -0.32 0.40 0.37 0.39 -0.07 0.28 0.33 0.34 0.26 -1.38 0.42 -1.00 -0.51 0.34 0.28 0.41 0.31 0.29 0.06 0.45 0.30 -0.52 1.08 -1.67 -0.45 0.19 0.11 -0.03 -0.09 0.43 0.35 0.38 0.27 -1.30 0.47 -1.14 -0.40 0.33 0.31 0.40 0.27 0.31 0.09 0.45 0.26 -0.89 0.38 -1.25 -0.51 -0.08 0.31 0.42 0.32 0.28 0.32 0.39 0.25 -1.42 0.94 -1.49 -0.50 0.41 0.32 0.35 0.01 0.35 0.37 0.37 0.31 -1.40 0.73 -1.23 -0.45 0.33 0.36 0.40 -0.06 0.32 0.28 0.42 0.29 -1.21 0.37 -1.15 -0.46

---

ORCA calculation (the ωB97M-V functional and the def2-TZVPD basis) on a molecular structure, C29H77FNbO16S at a distorted geometry.

Summary:
* HOMO level: -5.34 eV
* total charge: -1
* multiplicity: 1
* energy: -79172.6788 eV

CARTESIAN COORDINATES (ANGSTROEM)
C 7.301 -3.387 2.294
S 6.557 -3.678 3.964
O 6.209 -5.120 4.156
O 5.337 -2.801 4.132
Nb 8.326 -2.945 5.688
F 8.188 -4.673 6.794
H 8.285 -2.930 2.397
H 7.434 -4.337 1.771
H 6.663 -2.703 1.727
H 9.508 -3.742 4.513
H 8.467 -1.451 4.637
H 7.009 -2.192 6.686
H 9.678 -2.280 6.728
C 3.039 -4.500 3.703
O 2.121 -5.143 2.806
C 1.008 -5.714 3.464
C -0.204 -4.809 3.349
O -0.001 -3.584 4.034
C 0.396 -2.544 3.156
H 3.698 -3.868 3.125
H 2.519 -3.876 4.434
H 3.640 -5.248 4.222
H 1.240 -5.929 4.512
H 0.785 -6.665 2.967
H -1.068 -5.300 3.810
H -0.443 -4.626 2.296
H -0.467 -2.172 2.591
H 1.172 -2.876 2.464
H 0.797 -1.730 3.759
C -1.113 1.197 1.554
O -1.927 0.033 1.578
C -3.138 0.222 2.290
C -4.301 0.472 1.350
O -4.142 1.699 0.650
C -3.652 1.510 -0.671
H -0.353 1.058 0.787
H -1.688 2.096 1.318
H -0.614 1.324 2.519
H -3.040 1.039 3.011
H -3.330 -0.699 2.850
H -5.220 0.553 1.939
H -4.423 -0.359 0.649
H -4.460 1.160 -1.321
H -2.822 0.802 -0.701
H -3.298 2.474 -1.039
C 1.473 -1.070 -0.777
O 2.528 -1.981 -1.033
C 2.199 -3.318 -0.671
C 1.796 -4.140 -1.881
O 0.587 -3.666 -2.464
C 0.816 -2.855 -3.604
H 1.692 -0.146 -1.312
H 0.510 -1.454 -1.122
H 1.417 -0.852 0.295
H 1.413 -3.331 0.088
H 3.095 -3.761 -0.229
H 1.616 -5.169 -1.561
H 2.601 -4.154 -2.623
H 1.074 -3.480 -4.464
H 1.610 -2.125 -3.434
H -0.107 -2.319 -3.825
C -8.122 1.832 -1.654
O -7.106 0.859 -1.833
C -7.523 -0.447 -1.459
C -7.908 -1.280 -2.667
O -9.059 -0.760 -3.318
C -8.740 0.005 -4.469
H -7.825 2.727 -2.198
H -9.085 1.491 -2.039
H -8.219 2.082 -0.592
H -8.347 -0.399 -0.742
H -6.673 -0.924 -0.962
H -8.159 -2.290 -2.331
H -7.071 -1.356 -3.366
H -8.480 -0.658 -5.300
H -7.917 0.698 -4.283
H -9.624 0.580 -4.743
C 2.832 5.203 3.816
O 3.836 4.221 3.636
C 3.405 2.918 4.014
C 3.004 2.090 2.808
O 1.854 2.629 2.161
C 2.180 3.385 1.008
H 3.136 6.096 3.270
H 1.864 4.872 3.432
H 2.737 5.455 4.878
H 2.584 2.976 4.734
H 4.250 2.430 4.507
H 2.741 1.084 3.146
H 3.836 2.001 2.105
H 2.425 2.716 0.176
H 3.016 4.064 1.188
H 1.305 3.975 0.736
C 2.558 0.463 -8.045
O 3.905 0.202 -7.686
C 4.053 -0.128 -6.311
C 4.174 -1.625 -6.102
O 2.977 -2.303 -6.459
C 3.045 -2.900 -7.742
H 2.493 0.442 -9.132
H 1.876 -0.288 -7.640
H 2.261 1.456 -7.693
H 3.224 0.278 -5.724
H 4.974 0.350 -5.964
H 4.348 -1.818 -5.040
H 5.025 -2.027 -6.660
H 3.637 -3.821 -7.697
H 3.476 -2.225 -8.484
H 2.030 -3.152 -8.048
C -2.054 5.853 1.128
O -2.953 5.255 0.210
C -4.135 4.761 0.834
C -5.298 5.719 0.661
O -5.079 6.951 1.341
C -4.643 7.984 0.476
H -1.325 6.427 0.557
H -2.565 6.526 1.820
H -1.525 5.079 1.695
H -3.955 4.552 1.892
H -4.382 3.817 0.346
H -6.192 5.266 1.101
H -5.498 5.896 -0.400
H -5.488 8.371 -0.105
H -3.859 7.643 -0.203
H -4.244 8.789 1.091

Mulliken population analysis, charges in e, atoms 1 to 99: -0.88 0.97 -0.69 -0.62 -0.21 -0.64 0.35 0.30 0.30 0.01 0.06 0.04 0.06 -0.62 -0.33 -0.52 -0.49 -0.43 -0.43 0.07 0.31 0.37 0.33 0.37 0.41 0.23 0.33 0.11 0.22 -0.40 -0.13 -0.86 -0.44 -0.17 -0.59 0.03 0.10 0.35 0.35 0.39 0.36 0.34 -0.07 0.38 0.29 -0.79 -0.42 -0.07 -0.61 -0.41 -0.76 0.34 0.39 0.29 0.04 0.38 0.42 0.26 0.31 0.28 0.34 -0.84 -0.27 -0.25 -0.72 -0.38 -0.70 0.25 0.39 0.30 0.37 0.26 0.40 0.33 0.33 0.28 0.25 -0.63 -0.38 -0.64 -0.45 -0.05 -0.82 0.25 0.21 0.33 0.31 0.40 0.32 0.34 0.25 0.45 0.15 -0.70 -0.38 -0.50 -0.51 -0.25 -0.86

---

ORCA calculation (the ωB97M-V functional and the def2-TZVPD basis) on 7 unconnected molecules or ions with the total composition C29H78N6O8 at a distorted geometry.

Summary:
* HOMO level: -8.69 eV
* structure (SMILES): COC[C@H](C)N.COC[C@H](C)N.COC[C@H](C)N.COC[C@H](C)N.COC[C@H](C)N.COCCNCCOC.CC(C)O
* multiplicity: 1
* energy: -56652.1812 eV

CARTESIAN COORDINATES (ANGSTROEM)
C 6.528 1.144 4.243
O 5.661 0.099 4.034
C 4.538 0.397 3.122
C 3.595 -0.868 3.066
C 4.265 -2.043 2.271
N 2.318 -0.501 2.430
H 7.226 0.749 4.980
H 6.100 2.064 4.641
H 7.261 1.245 3.443
H 4.099 1.329 3.478
H 5.005 0.654 2.171
H 3.396 -1.237 4.073
H 4.512 -1.807 1.236
H 3.595 -2.902 2.228
H 5.164 -2.336 2.814
H 2.446 -0.354 1.439
H 1.737 -1.326 2.370
C -2.427 -6.392 2.335
O -1.404 -5.425 2.683
C -0.841 -4.645 1.624
C 0.214 -3.650 2.215
C -0.470 -2.507 3.013
N 0.987 -2.955 1.180
H -1.832 -7.148 1.822
H -3.140 -5.886 1.684
H -2.912 -6.836 3.204
H -0.348 -5.347 0.952
H -1.525 -4.154 0.931
H 0.884 -4.172 2.897
H -1.071 -2.831 3.861
H -1.181 -1.903 2.449
H 0.225 -1.767 3.411
H 0.306 -2.478 0.607
H 1.389 -3.600 0.514
C -0.111 4.375 0.817
O -0.561 4.612 2.137
C 0.397 4.266 3.169
C -0.096 4.634 4.601
C -0.546 6.037 4.711
N 0.859 4.361 5.659
H 0.840 4.881 0.654
H -0.762 4.769 0.037
H 0.059 3.313 0.639
H 0.723 3.228 3.093
H 1.349 4.759 2.973
H -0.945 3.981 4.803
H -1.225 6.395 3.936
H 0.305 6.709 4.598
H -0.938 6.203 5.714
H 1.082 3.382 5.550
H 1.736 4.778 5.382
C -4.448 -2.957 -0.948
O -3.490 -3.026 -2.015
C -3.529 -4.235 -2.838
C -2.826 -5.453 -2.182
C -1.262 -5.156 -2.116
N -3.044 -6.659 -2.929
H -5.456 -2.713 -1.282
H -4.152 -2.221 -0.201
H -4.482 -3.875 -0.363
H -4.514 -4.559 -3.174
H -2.945 -4.029 -3.736
H -3.241 -5.572 -1.182
H -0.856 -4.947 -3.105
H -0.678 -6.041 -1.861
H -0.992 -4.344 -1.440
H -2.175 -6.803 -3.422
H -3.166 -7.362 -2.214
C -4.295 3.117 -0.035
O -4.776 2.831 1.288
C -3.776 2.936 2.338
C -2.916 1.689 2.535
C -3.727 0.479 3.042
N -1.830 1.948 3.447
H -3.514 2.407 -0.308
H -3.748 4.046 -0.201
H -5.082 3.036 -0.785
H -3.263 3.896 2.386
H -4.336 2.981 3.272
H -2.465 1.409 1.583
H -3.069 -0.386 3.132
H -4.537 0.221 2.360
H -4.261 0.594 3.985
H -1.326 2.756 3.109
H -2.015 2.323 4.366
C 3.388 -0.017 -1.694
O 2.519 -0.625 -2.687
C 1.884 0.406 -3.391
C 2.681 0.987 -4.569
N 1.911 1.868 -5.460
C 2.801 2.384 -6.501
C 2.008 3.144 -7.598
O 3.005 3.401 -8.541
C 2.546 4.019 -9.719
H 4.181 0.568 -2.160
H 3.813 -0.734 -0.991
H 2.838 0.748 -1.145
H 1.405 1.094 -2.693
H 1.071 -0.132 -3.879
H 2.996 0.201 -5.256
H 3.612 1.477 -4.282
H 1.140 1.407 -5.921
H 3.307 1.571 -7.022
H 3.623 3.003 -6.141
H 1.601 4.104 -7.279
H 1.174 2.536 -7.950
H 3.441 4.019 -10.340
H 2.030 4.966 -9.561
H 1.795 3.447 -10.264
C -2.551 0.106 -1.316
C -1.231 -0.610 -1.265
C -0.266 0.093 -0.278
O -1.443 -1.923 -0.744
H -3.204 -0.311 -2.082
H -2.396 1.136 -1.637
H -3.112 0.069 -0.382
H -0.661 -0.589 -2.194
H -0.526 0.045 0.780
H -0.217 1.129 -0.612
H 0.752 -0.255 -0.454
H -2.189 -2.351 -1.172

Mulliken population analysis, charges in e, atoms 1 to 99: -0.80 -0.33 -0.69 0.45 -1.22 -0.24 0.28 0.29 0.32 0.34 0.30 0.41 0.16 0.28 0.45 -0.02 -0.03 -0.54 -0.41 0.08 0.51 -1.62 -0.17 0.28 0.14 0.24 0.37 -0.26 0.43 0.51 0.10 0.48 -0.43 0.30 -0.68 -0.32 -1.29 1.23 -1.60 -0.79 0.40 0.27 0.14 0.56 0.56 -0.17 0.32 0.34 0.41 0.28 0.30 -0.64 -0.37 -1.05 0.90 -1.27 -0.73 0.33 0.12 0.23 0.34 0.29 0.07 0.49 0.45 -0.01 0.32 0.29 -0.30 -0.37 -0.98 2.39 -1.56 -0.66 -0.15 0.34 0.30 0.38 0.38 -1.07 0.18 0.38 0.45 0.03 0.35 -0.55 -0.39 -0.22 -0.75 -0.31 -0.60 -0.47 -0.27 -0.76 0.31 0.03 0.33 0.37 0.14

---

ORCA calculation (the ωB97M-V functional and the def2-TZVPD basis) on 10 unconnected molecules or ions with the total composition C29H78O10 at a distorted geometry.

Summary:
* HOMO level (alpha / beta): 0.56 / -7.27 eV
* total charge: -1
* multiplicity: 2
* energy: -51809.0902 eV

CARTESIAN COORDINATES (ANGSTROEM)
C 16.739 24.126 6.082
C 17.127 23.842 4.609
O 16.890 24.767 3.613
C 16.990 24.274 2.263
C 16.704 25.497 1.290
H 16.694 23.191 6.640
H 17.481 24.742 6.589
H 15.753 24.590 6.049
H 18.172 23.561 4.473
H 16.623 22.904 4.376
H 17.950 23.784 2.096
H 16.263 23.483 2.080
H 16.929 25.200 0.265
H 17.440 26.285 1.446
H 15.752 25.995 1.471
C 21.197 20.581 -2.572
C 22.119 19.325 -2.325
C 23.273 19.229 -3.467
O 22.772 19.335 -1.118
H 21.789 21.469 -2.794
H 20.629 20.859 -1.684
H 20.558 20.500 -3.451
H 21.466 18.454 -2.260
H 23.945 20.071 -3.298
H 22.751 19.276 -4.422
H 23.917 18.350 -3.480
H 22.891 18.410 -0.888
C 21.661 26.404 2.022
C 20.856 25.167 2.269
C 20.916 24.182 1.120
O 21.471 24.470 3.306
H 21.226 26.956 1.189
H 22.732 26.222 1.933
H 21.630 27.193 2.773
H 19.881 25.476 2.646
H 20.417 23.228 1.293
H 21.951 24.041 0.808
H 20.370 24.553 0.253
H 20.960 23.662 3.214
C 19.091 17.818 5.535
C 17.846 18.616 5.261
C 17.847 20.010 5.884
O 17.553 18.671 3.854
H 19.108 16.792 5.167
H 19.167 17.610 6.602
H 19.945 18.377 5.153
H 16.971 18.155 5.720
H 18.177 20.014 6.923
H 16.790 20.275 5.861
H 18.347 20.845 5.392
H 18.115 19.329 3.437
C 23.815 20.866 2.676
C 23.833 19.884 3.766
C 24.898 20.207 4.859
O 22.582 19.694 4.367
H 23.615 21.890 2.992
H 23.046 20.597 1.953
H 24.749 20.999 2.130
H 24.038 18.915 3.311
H 24.765 19.495 5.673
H 24.709 21.137 5.396
H 25.906 20.207 4.444
H 22.633 18.897 4.899
C 19.897 14.567 2.673
C 21.078 13.836 1.997
C 20.568 12.503 1.463
O 21.560 14.649 0.894
H 20.233 15.536 3.040
H 19.681 13.974 3.562
H 19.014 14.686 2.045
H 21.987 13.766 2.595
H 19.886 12.538 0.613
H 20.118 11.834 2.196
H 21.506 11.997 1.235
H 20.914 14.849 0.213
C 20.476 18.488 1.807
C 20.146 19.945 1.561
C 18.851 20.149 0.734
O 20.156 20.636 2.806
H 21.349 18.340 2.444
H 20.774 18.036 0.861
H 19.706 17.903 2.311
H 20.957 20.411 1.002
H 18.068 19.451 1.031
H 19.138 19.911 -0.291
H 18.521 21.180 0.861
H 20.908 20.373 3.342
C 14.185 17.392 -0.860
C 13.750 17.864 0.547
C 14.329 19.250 0.868
O 12.338 17.826 0.621
H 13.557 17.885 -1.603
H 14.168 16.323 -1.071
H 15.177 17.825 -0.991
H 14.145 17.110 1.228
H 15.415 19.215 0.778
H 13.966 19.644 1.817
H 13.978 19.990 0.149
H 12.163 17.094 0.025
C 24.079 14.564 -1.154
C 23.206 15.702 -1.567
O 22.940 16.551 -0.488
H 24.380 13.977 -2.022
H 23.642 13.982 -0.343
H 24.996 14.915 -0.681
H 22.257 15.272 -1.886
H 23.721 16.118 -2.433
H 22.678 15.968 0.229
C 17.889 15.903 -0.534
C 18.621 15.565 -1.856
O 19.793 14.750 -1.484
H 17.077 16.613 -0.692
H 18.503 16.462 0.171
H 17.355 15.033 -0.152
H 18.858 16.402 -2.513
H 17.974 14.850 -2.364
H 19.918 14.246 -2.291

Mulliken population analysis, charges in e, atoms 1 to 99: -1.18 0.04 -0.46 0.24 -1.40 0.31 0.31 0.33 0.16 0.29 -0.09 0.45 0.40 0.31 0.35 -1.59 0.99 -1.46 -0.40 0.39 0.20 0.44 0.16 0.31 0.38 0.32 0.36 -1.69 1.12 -1.07 -0.57 0.36 0.36 0.42 -0.05 0.07 0.38 0.35 0.26 -0.98 0.61 -1.31 -0.43 0.19 0.52 -0.05 0.30 0.39 0.39 0.21 0.13 -1.12 0.73 -1.44 -0.50 0.27 0.01 0.45 0.20 0.41 0.34 0.37 0.26 -1.08 0.16 -1.75 -0.44 0.01 0.59 0.16 0.53 0.29 0.45 0.34 -0.17 -0.84 1.29 -1.50 -0.30 0.14 0.29 0.16 -0.04 0.12 0.47 0.15 0.07 -1.77 0.63 -1.00 -0.52 0.51 0.45 0.22 0.17 0.01 0.38 0.37 0.34

---

Question: The highest multiplicity belongs to which entry?
Answer: C29H78O10